No. 1
Molecular formula: C6H25NO7
Method: DFT, ωB97M-V with the def2-TZVPD basis set

Its energy above the lowest of the compared OMol25 structures with the same formula, charge and spin is 130.41 kcal/mol. The calculation puts the LUMO energy at -0.1 eV. The total charge is 0. The SMILES is C=C(CCCO)NC.O.O.O.O.O.O. The calculation puts the HOMO energy at -8.9521 eV. The HOMO-LUMO gap is 8.90 eV. The total energy is -824.8881 Eh.

Positions of all 39 atoms, in Å:
C  2.3809  1.5686  -0.1798
C  1.6990  1.1410  0.8874
C  2.1976  0.2144  1.9666
C  2.1149  -1.2977  1.5630
C  1.1049  -1.8487  0.5668
O  -0.2522  -1.2846  0.4030
N  0.2597  1.6009  0.9559
C  -0.1658  2.3669  2.1678
H  2.2436  2.3272  -0.9010
H  3.4679  1.3315  -0.4439
H  3.1924  0.4516  2.3088
H  1.5438  0.3489  2.9092
H  2.0064  -1.9391  2.5334
H  3.1804  -1.6703  1.2754
H  0.8227  -2.7542  0.9464
H  1.4400  -1.8875  -0.4929
H  -0.4022  -0.4653  0.9331
H  -0.2343  1.9058  0.1137
H  -1.3369  2.2297  2.2173
H  0.0556  1.8349  3.2320
H  0.1380  3.3737  2.1117
O  -0.1648  -2.5945  -3.0637
H  -0.0814  -2.4882  -2.0627
H  -1.1427  -2.5658  -3.1792
O  -2.8606  -0.7493  -2.8033
H  -2.7261  -0.2364  -2.0074
H  -2.1482  -0.4737  -3.2810
O  -2.1866  -0.9110  3.3625
H  -1.5216  -0.2774  3.5287
H  -1.5914  -1.4693  2.8423
O  -0.8335  1.1738  -3.6642
H  -0.6011  1.0881  -2.7701
H  -1.3044  2.0354  -3.7644
O  -3.2821  1.1380  1.6282
H  -3.5476  1.1479  0.7324
H  -3.2637  0.2022  1.8136
O  0.8579  -0.5600  -4.3427
H  -0.1891  -0.6627  -4.2820
H  1.1308  -1.3448  -3.7608



No. 2
Molecular formula: C6H25NO8
Method: DFT, ωB97M-V with the def2-TZVPD basis set

Its energy above the lowest of the compared OMol25 structures with the same formula, charge and spin is 68.89 kcal/mol. The calculation puts the LUMO energy at 0.2 eV. The total charge is 0. The SMILES is Cc1c[nH]cc1C.O.O.O.O.O.O.O.O. The calculation puts the HOMO energy at -8.8096 eV. The HOMO-LUMO gap is 9.01 eV. The total energy is -900.1918 Eh.

Positions of all 40 atoms, in Å:
C  0.2121  -1.4690  1.2004
C  -0.1541  -0.8468  -0.0669
C  -1.4706  -0.5427  -0.4192
N  -1.5308  0.0504  -1.6769
C  -0.2060  0.3865  -1.9605
C  0.6512  -0.1899  -1.0325
C  2.2040  0.0000  -1.0109
H  0.0587  -0.9138  2.1560
H  1.3889  -1.5752  1.1654
H  -0.1564  -2.5339  1.3462
H  -2.2417  -1.0706  -0.0103
H  -2.3614  0.1835  -2.2314
H  0.2527  1.0646  -2.6660
H  2.6425  -0.5377  -0.1222
H  2.6046  -0.5763  -1.8596
H  2.5883  1.0565  -1.2727
O  -0.7470  3.4420  1.4564
H  -1.3596  2.6041  1.8766
H  -0.6446  4.0118  2.1895
O  -0.3720  4.0267  -1.1807
H  -0.6882  3.5464  -0.3852
H  -0.2510  4.8854  -0.7729
O  -1.7842  -3.9288  -0.5423
H  -1.6227  -3.0381  -0.8868
H  -0.8631  -4.2186  -0.5089
O  1.5354  2.9800  2.8852
H  0.7441  3.5604  2.5480
H  2.1705  3.4221  2.3430
O  -1.6822  1.1043  1.8407
H  -1.7318  1.1263  0.9153
H  -0.7912  0.7323  1.9087
O  1.6867  -3.3858  -0.3783
H  1.1204  -2.9514  -0.9873
H  2.2578  -3.8871  -0.9190
O  2.1233  0.2898  2.4360
H  1.8946  1.1523  2.6113
H  2.3365  0.3859  1.5503
O  -0.9965  -2.6802  -2.9724
H  -1.1981  -3.5656  -2.5830
H  -0.9607  -2.0296  -2.2858



No. 3
Molecular formula: C6H25O7
Method: DFT, ωB97M-V with the def2-TZVPD basis set

Its energy above the lowest of the compared OMol25 structures with the same formula, charge and spin is 156.68 kcal/mol. The calculation puts the LUMO energy at 3.5 eV. The total charge is -1. The calculation puts the HOMO energy at -6.2726 eV. The HOMO-LUMO gap is 9.76 eV. The total energy is -770.0949 Eh.

Positions of all 38 atoms, in Å:
O  -0.0290  0.2110  -0.3884
H  -0.8220  0.3580  -1.0894
C  1.4270  3.0890  -1.8334
O  0.6740  2.8200  -0.6684
H  1.1120  4.0800  -2.3584
H  1.1760  2.1560  -2.5904
H  2.4390  3.0340  -1.4374
H  0.5160  1.9630  -0.7154
C  0.8100  1.6470  2.7816
O  1.4990  0.8920  1.7486
H  1.5360  2.1240  3.3346
H  0.5350  0.9190  3.5166
H  0.0460  2.1640  2.3266
H  0.9240  0.8580  0.9596
C  2.9690  -1.5550  -0.8074
O  2.0560  -0.9630  -1.7284
H  3.6130  -0.7630  -0.3114
H  3.5640  -2.3910  -1.1734
H  2.4740  -1.9630  0.1326
H  1.3720  -0.5770  -1.2864
C  -1.9820  -2.1940  -1.9744
O  -1.1110  -1.1340  -2.3434
H  -1.3220  -2.8850  -1.3404
H  -2.0330  -2.6690  -3.0274
H  -3.0240  -1.9450  -1.5524
H  -0.8260  -0.6400  -1.4554
C  -3.2540  1.0320  0.0806
O  -2.4980  0.6220  1.1376
H  -2.5620  1.2380  -0.6564
H  -4.0130  1.5960  0.4876
H  -3.9600  0.2710  -0.4914
H  -1.6210  0.4930  0.7706
C  0.1030  -2.1270  2.3226
O  -0.0300  -2.4420  0.9376
H  -0.3140  -1.1570  2.5926
H  1.0210  -1.9460  2.6626
H  -0.5110  -2.7490  2.9486
H  0.0450  -1.4660  0.4886